Density functional theory data (wB97M-V/def2-TZVPD) for a cluster of 2 separate species, C12H26S in total.

maximum force = 4.11 eV/A
SMILES = CCCS[C@H](C)CC(C)C.C=CC
LUMO energy = 0.9 eV
multiplicity = 1
calculated total energy = -23698.1588 eV
HOMO-LUMO gap = 9.13 eV

Last columns: bonded neighbours and bond lengths (Å).
Positions of all 39 atoms, in Å:
1 C -3.732 -1.393 -0.426  C2 1.355, H14 1.128, H15 1.069
2 C -4.075 -2.657 -0.080  C1 1.355, C3 1.539, H16 1.074
3 C -3.315 -3.568 0.901  C2 1.539, H17 1.092, H18 1.064, H19 1.168
4 C 0.720 0.322 4.429  C8 1.500, H20 1.148, H21 1.081, H22 1.026
5 C 3.377 1.516 -1.959  C11 1.524, H23 1.042, H24 1.067, H25 1.097
6 C 2.288 -0.412 -3.282  C11 1.573, H26 1.078, H27 1.099, H28 1.083
7 C -1.192 0.992 -1.629  C12 1.460, H29 1.059, H30 1.031, H31 1.071
8 C 1.327 1.025 3.251  C4 1.500, C10 1.651, H32 1.058, H33 1.086
9 C 1.254 0.320 -1.119  C11 1.540, C12 1.639, H34 1.141, H35 1.088
10 C 0.215 1.502 2.128  C8 1.651, S13 1.797, H36 1.100, H37 1.114
11 C 2.072 0.819 -2.325  C5 1.524, C6 1.573, C9 1.540, H38 1.061
12 C -0.082 1.172 -0.699  C7 1.460, C9 1.639, S13 1.814, H39 1.086
13 S -0.544 0.438 0.894  C10 1.797, C12 1.814
14 H -4.394 -0.812 -1.131  C1 1.128
15 H -2.725 -1.047 -0.333  C1 1.069
16 H -5.033 -2.984 -0.438  C2 1.074
17 H -3.491 -4.605 0.608  C3 1.092
18 H -3.614 -3.470 1.918  C3 1.064
19 H -2.176 -3.336 1.018  C3 1.168
20 H 0.269 0.979 5.255  C4 1.148
21 H -0.065 -0.276 3.989  C4 1.081
22 H 1.378 -0.310 4.899  C4 1.026
23 H 3.138 2.089 -1.122  C5 1.042
24 H 4.223 0.916 -1.707  C5 1.067
25 H 3.826 2.047 -2.807  C5 1.097
26 H 2.937 -0.111 -4.088  C6 1.078
27 H 1.298 -0.590 -3.725  C6 1.099
28 H 2.696 -1.236 -2.711  C6 1.083
29 H -1.894 1.754 -1.410  C7 1.059
30 H -0.893 1.174 -2.598  C7 1.031
31 H -1.766 0.112 -1.421  C7 1.071
32 H 1.966 0.280 2.856  C8 1.058
33 H 1.924 1.870 3.582  C8 1.086
34 H 0.889 -0.758 -1.200  C9 1.141
35 H 1.864 0.453 -0.228  C9 1.088
36 H -0.709 1.761 2.666  C10 1.100
37 H 0.428 2.379 1.476  C10 1.114
38 H 1.360 1.439 -2.807  C11 1.061
39 H 0.251 2.204 -0.627  C12 1.086

Löwdin atomic charge list, values in e, 6 entries: number 1, C, carries -0.021; number 2, C, carries -0.214; number 3, C, carries -0.113; number 4, C, carries -0.137; number 5, C, carries -0.067; number 6, C, carries -0.067